Entry 1:
{
  "formula": "C4H10N4",
  "method": "the ωB97M-V functional and the def2-TZVPD basis",
  "homo_lumo_gap_ev": 8.2,
  "largest_force_ev_per_a": 0.70,
  "e_homo_ev": -7.246,
  "molar_mass_g_mol": 114.15,
  "e_tot_ev": -10268.113,
  "lumo_ev": 1.0,
  "smiles": "Cn1c(N)c(N)n1C",
  "e_above_lowest_kcal_mol": 63.1,
  "elements": ["C", "C", "C", "C", "N", "N", "N", "N", "H", "H", "H", "H", "H", "H", "H", "H", "H", "H"],
  "positions_angstrom": [[1.609, 1.470, 0.172], [-0.944, -0.016, 1.922], [-0.025, 0.080, -1.104], [-0.420, -0.955, -0.338], [0.065, 0.433, -2.438], [-1.091, -2.168, -0.497], [0.296, 0.886, 0.024], [0.020, -0.274, 0.875], [-2.029, -2.139, -0.105], [0.912, 0.937, -2.667], [-0.078, -0.362, -3.044], [-0.586, -2.927, -0.049], [1.710, 2.268, -0.563], [2.418, 0.742, 0.038], [-1.191, -0.966, 2.396], [-0.489, 0.639, 2.664], [1.683, 1.899, 1.170], [-1.861, 0.453, 1.546]]
}

***

Entry 2:
{
  "formula": "C4H10N4",
  "method": "the ωB97M-V functional and the def2-TZVPD basis",
  "homo_lumo_gap_ev": 8.6,
  "largest_force_ev_per_a": 5.44,
  "e_homo_ev": -7.867,
  "molar_mass_g_mol": 114.15,
  "e_tot_ev": -10266.743,
  "lumo_ev": 0.7,
  "smiles": "CCC(/C=N\\N)=N\\N",
  "e_above_lowest_kcal_mol": 94.7,
  "elements": ["C", "C", "C", "C", "H", "H", "H", "H", "H", "H", "H", "H", "H", "H", "N", "N", "N", "N"],
  "positions_angstrom": [[1.656, -0.974, 0.870], [1.265, -0.707, -0.620], [-0.118, -0.082, -0.439], [-1.324, -0.966, -0.354], [1.689, -0.026, 1.336], [2.715, -1.424, 0.924], [1.019, -1.559, 1.480], [1.369, -1.576, -1.477], [2.029, 0.035, -1.084], [-1.290, -2.018, -0.772], [-3.885, 0.684, 0.286], [-2.155, 1.276, 0.513], [1.314, 1.676, -0.935], [0.775, 2.932, 0.006], [-2.608, -0.765, 0.002], [-2.953, 0.491, 0.293], [-0.370, 1.143, 0.001], [0.871, 1.861, -0.027]]
}

***

Entry 3:
{
  "formula": "C4H10N4",
  "method": "the ωB97M-V functional and the def2-TZVPD basis",
  "homo_lumo_gap_ev": 9.4,
  "largest_force_ev_per_a": 2.76,
  "e_homo_ev": -8.411,
  "molar_mass_g_mol": 114.15,
  "e_tot_ev": -10270.334,
  "lumo_ev": 1.0,
  "smiles": "[H]/N=C(\\C)CNC.N#N",
  "e_above_lowest_kcal_mol": 11.9,
  "elements": ["C", "C", "C", "N", "C", "N", "N", "N", "H", "H", "H", "H", "H", "H", "H", "H", "H", "H"],
  "positions_angstrom": [[-0.032, -0.400, -0.763], [-1.147, 1.706, -0.258], [1.785, -1.277, 0.796], [-1.087, 0.278, -0.021], [1.313, -0.174, -0.111], [-3.043, -0.824, -0.433], [-3.325, -1.431, 0.448], [1.890, 0.926, -0.314], [-0.986, 0.089, 0.974], [2.761, 1.063, 0.198], [-0.033, -0.002, -1.781], [-0.269, -1.469, -0.791], [-1.892, 2.143, 0.405], [-0.179, 2.198, -0.099], [-1.455, 1.867, -1.291], [0.987, -1.586, 1.468], [2.063, -2.140, 0.192], [2.648, -0.966, 1.382]]
}

***

Entry 4:
{
  "formula": "C4H10N4",
  "method": "the ωB97M-V functional and the def2-TZVPD basis",
  "homo_lumo_gap_ev": 9.2,
  "largest_force_ev_per_a": 4.13,
  "e_homo_ev": -8.074,
  "molar_mass_g_mol": 114.15,
  "e_tot_ev": -10267.705,
  "lumo_ev": 1.1,
  "smiles": "CN/C(=N/N)N1CC1",
  "e_above_lowest_kcal_mol": 72.5,
  "elements": ["C", "C", "C", "C", "H", "H", "H", "H", "H", "H", "H", "H", "H", "H", "N", "N", "N", "N"],
  "positions_angstrom": [[-0.187, 2.563, -0.560], [-0.174, 0.122, -0.631], [1.435, -0.951, 1.019], [0.126, -0.742, 1.760], [-1.134, 2.719, 0.049], [0.003, 3.455, -1.285], [0.634, 2.477, 0.157], [-0.835, 1.277, -2.020], [-0.181, -2.683, -1.299], [-1.747, -2.494, -0.907], [1.520, -1.842, 0.424], [2.375, -0.578, 1.461], [0.095, -0.176, 2.702], [-0.633, -1.517, 1.613], [-0.193, 1.283, -1.253], [-0.793, -0.845, -1.211], [-0.816, -2.175, -0.644], [0.505, 0.107, 0.625]]
}

***

Entry 5:
{
  "formula": "C4H10N4",
  "method": "the ωB97M-V functional and the def2-TZVPD basis",
  "homo_lumo_gap_ev": 9.6,
  "largest_force_ev_per_a": 5.36,
  "e_homo_ev": -8.752,
  "molar_mass_g_mol": 114.15,
  "e_tot_ev": -10263.458,
  "lumo_ev": 0.9,
  "smiles": "C=NN/C=N\\N(C)C",
  "e_above_lowest_kcal_mol": 170.5,
  "elements": ["C", "C", "C", "C", "H", "H", "H", "H", "H", "H", "H", "H", "H", "H", "N", "N", "N", "N"],
  "positions_angstrom": [[-2.630, -0.616, 0.872], [-1.705, 1.406, -0.389], [0.379, -0.785, -0.773], [3.411, 0.125, 0.701], [-3.526, 0.011, 1.372], [-2.329, -1.395, 1.706], [-3.214, -1.021, -0.079], [-0.730, 1.957, -0.752], [-2.572, 1.163, -1.086], [-1.799, 2.305, 0.467], [1.045, -1.421, -1.359], [0.579, 1.065, 0.409], [4.453, -0.654, 0.604], [3.231, 0.980, 1.488], [-1.409, 0.070, 0.305], [-0.943, -0.932, -0.611], [1.173, 0.510, -0.383], [2.341, -0.187, -0.058]]
}

***

Entry 6:
{
  "formula": "C4H10N4",
  "method": "the ωB97M-V functional and the def2-TZVPD basis",
  "homo_lumo_gap_ev": [7.5, 7.5],
  "largest_force_ev_per_a": 5.50,
  "e_homo_ev": [-6.820, -6.818],
  "molar_mass_g_mol": 114.15,
  "e_tot_ev": -10263.685,
  "lumo_ev": [0.7, 0.7],
  "e_above_lowest_kcal_mol": 165.3,
  "elements": ["C", "N", "N", "N", "C", "C", "C", "N", "H", "H", "H", "H", "H", "H", "H", "H", "H", "H"],
  "positions_angstrom": [[0.417, -0.150, 0.583], [-0.725, -0.194, -0.123], [-1.408, 0.988, -0.280], [1.284, 0.916, 0.698], [-0.762, -0.070, 2.296], [0.389, -0.612, -1.862], [0.868, -1.827, -2.073], [-1.311, 0.934, 2.763], [0.874, -1.121, 0.728], [-2.289, 0.798, -0.741], [-0.885, 1.705, -0.779], [0.952, 1.833, 0.448], [2.233, 0.731, 0.412], [-1.311, 1.728, 2.105], [-0.730, -1.026, 2.827], [0.300, 0.115, -2.673], [0.954, -2.555, -1.269], [1.152, -2.194, -3.060]]
}